(1)
C22H42ClN2O12PS | ωB97M-V/def2-TZVPD

Last column: Mulliken charge in e.
Atoms and positions in Å:
C: 1.103 1.065 3.167  -1.6811
C: 0.738 1.101 1.673  -0.1926
C: 1.010 -0.259 0.985  0.9362
C: 2.519 -0.579 0.940  -1.6958
C: 0.152 -0.622 -0.298  0.8780
N: 1.059 -0.682 -1.509  2.3492
C: 1.640 0.526 -2.091  0.4099
C: 2.695 1.345 -1.416  -1.4315
O: 1.267 0.857 -3.184  -0.5631
C: 1.737 -1.754 -2.203  0.3859
C: 1.471 -1.931 -3.678  -1.7834
O: 2.661 -2.345 -1.713  -0.5494
C: -0.982 0.388 -0.755  -0.1118
C: -2.335 0.450 -0.011  -0.3874
C: -3.421 1.298 -0.700  -1.8301
O: -3.889 2.337 0.181  -0.5445
P: -0.393 2.258 -0.934  -0.0325
O: -1.024 2.721 -2.367  -0.5082
O: -1.251 2.965 0.261  -0.5070
O: -1.361 0.048 -2.143  -0.2578
S: -2.029 -1.338 -2.434  1.3231
O: -1.659 -1.808 -3.730  -0.7552
O: -3.446 -1.218 -2.225  -0.7334
C: -1.388 -2.585 -1.174  0.4779
N: -2.579 -3.248 -0.727  -0.2420
Cl: -0.485 -3.875 -2.123  -0.2016
C: -0.546 -2.010 0.053  0.0965
C: 0.507 -3.084 0.442  -1.5132
C: -1.465 -2.036 1.331  -2.6833
O: -1.317 -0.952 2.252  -0.2556
C: -2.434 -0.753 3.062  -0.4498
O: -2.846 -1.945 3.688  -0.4416
C: -4.247 -2.158 3.684  -0.6688
C: -4.713 -3.045 2.534  -0.1379
O: -5.202 -2.206 1.483  -0.4630
H: 2.169 1.246 3.303  0.4525
H: 0.543 1.849 3.677  0.4764
H: 0.856 0.102 3.614  0.2182
H: -0.336 1.247 1.645  -0.0060
H: 1.279 1.924 1.209  0.4466
H: 0.720 -0.903 1.806  0.1562
H: 2.993 -0.603 -0.026  0.3600
H: 3.044 0.180 1.526  0.4751
H: 2.750 -1.526 1.430  0.2197
H: 3.602 0.759 -1.259  0.4036
H: 2.975 2.179 -2.050  0.5097
H: 2.401 1.740 -0.451  -0.0635
H: 2.417 -1.666 -4.160  0.3922
H: 1.285 -2.973 -3.901  0.4333
H: 0.721 -1.257 -4.067  0.3465
H: -2.817 -0.516 0.116  0.7526
H: -2.222 0.858 0.985  0.8199
H: -4.275 0.658 -0.920  0.7535
H: -3.118 1.703 -1.665  0.0320
H: -4.835 2.426 0.035  0.3824
H: -1.936 3.040 -2.310  0.3765
H: -1.792 3.714 -0.015  0.3829
H: -3.067 -3.644 -1.520  0.3331
H: -2.332 -3.980 -0.074  0.2949
H: -0.027 -4.027 0.586  0.6474
H: 0.926 -2.865 1.423  0.4063
H: 1.311 -3.262 -0.254  0.1427
H: -1.288 -2.947 1.906  0.9563
H: -2.523 -2.083 1.084  0.3811
H: -3.252 -0.300 2.488  0.4474
H: -2.113 -0.037 3.826  0.3136
H: -4.519 -2.594 4.646  0.4080
H: -4.806 -1.221 3.603  0.3271
H: -5.495 -3.722 2.882  0.5231
H: -3.847 -3.596 2.159  0.0143
H: -5.962 -2.617 1.064  0.2524
C: 6.457 5.028 -0.102  -1.1570
C: 5.645 4.196 -1.066  0.8004
O: 4.765 3.462 -0.684  -0.4429
C: 5.984 4.327 -2.532  -1.0509
H: 6.115 4.843 0.913  0.2876
H: 7.513 4.765 -0.179  0.3351
H: 6.341 6.088 -0.332  0.3309
H: 7.022 4.036 -2.703  0.3298
H: 5.850 5.360 -2.857  0.3327
H: 5.332 3.682 -3.115  0.2306

Summary:
Structure (SMILES)   CC[C@H](C)[C@@]1(N(C(C)=O)C(C)=O)[C@@](C)(COCOCCO)[C@](N)(Cl)S(=O)(=O)O[C@]1(CCO)P(O)O.CC(C)=O
HOMO energy   -8.240 eV
HOMO-LUMO gap   0.3171 hartree

(2)
C22H42NP3SW | ωB97M-V/def2-TZVPD

Last column: Mulliken charge in e.
Atoms and positions in Å:
W: -0.159 -0.502 0.733  0.6202
P: -1.724 -0.431 2.413  0.8484
P: 1.942 0.446 1.689  0.8366
P: 0.782 -2.692 0.559  0.5855
H: -0.703 -0.683 -1.734  -1.1286
C: -1.185 -1.074 -0.835  1.3921
C: -2.452 -1.713 -1.194  -0.8863
H: -2.411 -2.772 -1.494  0.4420
C: -2.971 0.905 2.400  -1.4222
C: -0.963 -0.274 4.061  -1.1617
C: -2.781 -1.905 2.589  -1.1919
C: 3.350 0.684 0.563  -1.2816
C: 1.680 2.149 2.327  -1.2488
C: 2.720 -0.402 3.099  -1.5223
C: -0.141 -4.001 -0.306  -1.3366
C: 0.956 -3.360 2.247  -1.0836
C: 2.434 -2.777 -0.199  -1.3237
H: -1.689 -0.055 0.024  -0.3256
H: -3.241 -1.629 -0.451  0.5158
H: -3.417 0.995 1.403  0.4102
H: -2.540 1.864 2.691  0.4183
H: -3.770 0.623 3.113  0.5607
H: -0.353 0.628 4.151  0.3751
H: -0.346 -1.146 4.279  0.3437
H: -1.774 -0.228 4.797  0.5223
H: -3.342 -2.123 1.675  0.2792
H: -3.489 -1.659 3.400  0.5495
H: -2.192 -2.788 2.876  0.3316
H: 4.235 0.870 1.186  0.5132
H: 3.171 1.538 -0.087  0.3772
H: 3.522 -0.192 -0.057  0.2813
H: 2.533 2.370 2.988  0.5659
H: 0.741 2.241 2.891  0.2807
H: 1.659 2.866 1.496  0.2971
H: 3.424 0.313 3.536  0.6169
H: 3.264 -1.281 2.759  0.4565
H: 1.989 -0.690 3.853  0.3705
H: 0.371 -4.959 -0.106  0.5979
H: -0.139 -3.790 -1.391  0.4235
H: -1.171 -4.067 0.058  0.3640
H: 1.286 -4.406 2.135  0.5355
H: -0.006 -3.331 2.783  0.2271
H: 1.703 -2.788 2.810  0.2953
H: 2.709 -3.838 -0.259  0.5328
H: 3.181 -2.241 0.389  0.3422
H: 2.410 -2.359 -1.218  0.4116
C: -1.590 0.880 -3.970  0.3807
C: -0.404 0.138 -4.171  -0.5183
C: 0.685 0.698 -4.826  -0.5459
C: 0.608 1.999 -5.344  -0.3765
C: -0.522 2.793 -5.042  -0.5864
C: -1.585 2.262 -4.319  -0.3262
S: -2.928 -0.007 -3.409  0.0023
H: -2.896 -1.130 -2.285  0.1326
H: -0.378 -0.868 -3.770  0.8228
H: 1.608 0.113 -4.935  0.4788
H: 1.417 2.411 -5.958  0.4761
H: -0.521 3.840 -5.380  0.4762
H: -2.395 2.897 -3.968  0.5653
C: 0.438 3.991 -1.380  -0.5876
C: -0.670 3.755 -0.560  -1.0080
C: -0.945 2.447 -0.154  -0.2615
N: -0.072 1.419 -0.389  1.2685
C: 0.892 1.628 -1.331  -0.7781
C: 1.202 2.903 -1.781  -0.9535
H: 0.688 5.000 -1.691  0.5902
H: -1.341 4.548 -0.219  0.6005
H: -1.857 2.186 0.397  0.2426
H: 1.416 0.737 -1.685  0.6961
H: 2.045 3.023 -2.474  0.6017

Summary:
Expectation value of S²   2.48
2S+1   3
Net charge   +4
HOMO energy (spin up / spin down)   -20.306 / -21.138 eV
Relative energy (zero: lowest compared OMol25 entry of this formula, charge and spin)   280.50 kJ/mol
HOMO-LUMO gap (spin up / spin down)   0.2086 / 0.2355 hartree